[1]
{"formula": "C26H25N4Zn", "method": "ωB97M-V/def2-TZVPD", "charge": 1, "e_homo_ev": -10.1, "species": ["Zn", "C", "C", "C", "C", "C", "C", "C", "C", "C", "H", "H", "H", "H", "H", "H", "H", "H", "H", "H", "H", "H", "C", "C", "C", "C", "C", "C", "N", "C", "C", "C", "C", "C", "C", "N", "N", "C", "C", "C", "C", "C", "N", "H", "H", "H", "H", "H", "H", "H", "H", "H", "H", "H", "H", "H"], "coordinates": [[-0.13, -0.06, -0.25], [-3.98, -1.00, -0.56], [-2.95, -0.45, 0.38], [-2.95, 0.90, 0.72], [-2.02, 1.43, 1.60], [-2.02, 2.90, 1.92], [-1.09, 0.58, 2.20], [-1.07, -0.79, 1.91], [-0.20, -1.73, 2.69], [-1.98, -1.29, 0.96], [-4.97, -0.64, -0.29], [-4.00, -2.09, -0.54], [-3.79, -0.68, -1.59], [-3.70, 1.55, 0.29], [-2.92, 3.17, 2.46], [-2.00, 3.49, 1.00], [-1.15, 3.17, 2.52], [-0.40, 0.97, 2.94], [-0.74, -2.06, 3.58], [0.72, -1.25, 3.03], [0.06, -2.62, 2.11], [-2.00, -2.35, 0.75], [-1.53, 4.12, -3.77], [-0.15, 4.14, -3.63], [0.46, 3.41, -2.62], [-0.30, 2.66, -1.72], [-1.68, 2.61, -1.91], [-2.29, 3.35, -2.91], [0.27, 1.86, -0.72], [1.39, 2.20, -0.04], [1.83, 3.54, 0.16], [3.05, 3.80, 0.73], [3.91, 2.76, 1.17], [3.50, 1.47, 1.08], [2.24, 1.16, 0.52], [1.77, -0.07, 0.28], [2.45, -1.14, 0.26], [1.74, -2.18, -0.34], [2.39, -3.41, -0.49], [1.75, -4.43, -1.16], [0.47, -4.23, -1.65], [-0.13, -3.00, -1.45], [0.49, -1.99, -0.82], [-2.00, 4.70, -4.56], [0.46, 4.70, -4.32], [1.54, 3.40, -2.55], [-2.27, 1.99, -1.24], [-3.37, 3.32, -3.02], [1.18, 4.34, -0.15], [3.36, 4.83, 0.85], [4.87, 3.00, 1.60], [4.10, 0.64, 1.44], [3.39, -3.51, -0.09], [2.25, -5.38, -1.30], [-0.06, -5.01, -2.18], [-1.13, -2.80, -1.80]], "lowdin_charge": [0.85, -0.02, -0.26, -0.04, -0.26, -0.02, -0.02, -0.31, -0.02, -0.06, 0.09, 0.08, 0.09, 0.14, 0.10, 0.08, 0.09, 0.13, 0.10, 0.09, 0.08, 0.12, -0.08, -0.07, -0.03, -0.28, -0.04, -0.08, 0.01, -0.21, -0.02, -0.04, -0.07, -0.01, -0.20, -0.05, 0.12, -0.31, 0.01, -0.03, -0.04, -0.11, 0.05, 0.11, 0.11, 0.12, 0.07, 0.11, 0.12, 0.12, 0.11, 0.12, 0.12, 0.12, 0.12, 0.12]}


[2]
{"formula": "C31H41BN8O5RuS4", "method": "ωB97M-V/def2-TZVPD", "charge": 1, "multiplicity": 2, "e_homo_ev": [-10.3, -10.4], "species": ["Ru", "C", "N", "C", "C", "N", "B", "N", "C", "C", "N", "C", "C", "S", "C", "S", "H", "H", "H", "H", "H", "H", "H", "H", "H", "H", "H", "H", "O", "S", "C", "C", "C", "C", "C", "C", "C", "C", "C", "C", "C", "C", "H", "H", "H", "H", "H", "H", "H", "H", "H", "H", "O", "C", "N", "N", "C", "C", "N", "C", "H", "H", "H", "H", "O", "C", "O", "C", "N", "C", "C", "C", "H", "H", "H", "H", "H", "H", "H", "H", "H", "C", "S", "C", "O", "H", "H", "H", "H", "H", "H"], "coordinates": [[0.00, -0.22, 0.31], [3.56, -1.89, 0.47], [2.59, -2.90, 0.80], [2.57, -4.18, 0.36], [1.50, -4.79, 0.94], [0.87, -3.88, 1.73], [-0.28, -4.28, 2.70], [-1.34, -3.16, 2.80], [-2.02, -2.85, 3.94], [-3.02, -1.99, 3.63], [-2.95, -1.76, 2.28], [-3.84, -0.95, 1.51], [-1.90, -2.47, 1.80], [-1.44, -2.52, 0.16], [1.53, -2.72, 1.62], [1.18, -1.25, 2.42], [4.37, -2.34, -0.10], [3.96, -1.45, 1.38], [3.08, -1.09, -0.12], [3.31, -4.57, -0.31], [1.13, -5.79, 0.85], [-0.81, -5.24, 2.24], [0.18, -4.45, 3.78], [-1.75, -3.28, 4.88], [-3.78, -1.55, 4.24], [-4.25, -0.15, 2.14], [-4.67, -1.56, 1.13], [-3.30, -0.51, 0.67], [2.22, 0.82, 0.56], [2.44, 2.14, -0.11], [4.02, 2.68, 0.64], [4.45, 2.18, 1.86], [5.65, 2.63, 2.39], [6.41, 3.55, 1.70], [5.98, 4.03, 0.47], [4.78, 3.59, -0.06], [1.47, 3.32, 0.87], [1.21, 3.04, 2.20], [0.47, 3.94, 2.94], [-0.04, 5.08, 2.35], [0.21, 5.35, 1.01], [0.98, 4.47, 0.27], [3.86, 1.44, 2.38], [5.99, 2.25, 3.34], [7.35, 3.90, 2.11], [6.59, 4.74, -0.08], [4.44, 3.96, -1.02], [1.59, 2.13, 2.64], [0.30, 3.75, 3.99], [-0.63, 5.77, 2.93], [-0.19, 6.23, 0.55], [1.19, 4.67, -0.77], [-1.38, 2.67, -2.39], [-0.61, 2.07, -1.74], [0.22, 1.50, -1.10], [-1.97, 2.11, 3.69], [-2.47, 2.75, 2.59], [-2.05, 2.04, 1.51], [-1.30, 0.98, 1.94], [-1.26, 1.05, 3.25], [-2.09, 2.40, 4.65], [-3.07, 3.63, 2.66], [-2.22, 2.21, 0.47], [-0.74, 0.37, 3.90], [-1.95, -0.82, -3.08], [-2.68, -0.33, -2.11], [-2.23, 0.02, -1.04], [-4.17, -0.24, -2.43], [-4.39, -0.85, -3.74], [-5.02, 0.15, -4.62], [-5.63, 1.19, -3.68], [-4.61, 1.24, -2.55], [-4.71, -0.75, -1.63], [-4.96, -1.69, -3.66], [-2.60, -1.03, -3.81], [-5.75, -0.33, -5.28], [-4.24, 0.60, -5.23], [-6.60, 0.84, -3.31], [-5.77, 2.15, -4.16], [-5.02, 1.62, -1.62], [-3.76, 1.86, -2.84], [0.54, -2.91, -3.64], [0.84, -1.26, -2.89], [2.61, -1.14, -3.40], [0.95, -1.58, -1.44], [0.58, -2.83, -4.72], [-0.44, -3.23, -3.33], [1.29, -3.62, -3.29], [2.67, -1.09, -4.49], [3.15, -2.01, -3.04], [3.00, -0.24, -2.96]], "lowdin_charge": [1.06, -0.04, -0.11, -0.03, -0.05, -0.02, -0.44, -0.02, -0.05, -0.04, -0.11, -0.03, -0.70, 0.81, -0.71, 0.75, 0.10, 0.09, 0.05, 0.12, 0.13, 0.08, 0.08, 0.13, 0.12, 0.10, 0.10, 0.04, -0.67, 1.01, -0.35, -0.08, -0.06, -0.07, -0.07, -0.09, -0.36, -0.08, -0.09, -0.08, -0.06, -0.07, 0.10, 0.11, 0.11, 0.11, 0.11, 0.10, 0.11, 0.11, 0.11, 0.12, 0.09, -0.55, -0.06, 0.08, -0.08, -0.13, 0.00, -0.20, 0.17, 0.12, 0.10, 0.11, 0.07, -0.52, -0.08, -0.22, -0.03, -0.18, -0.16, -0.11, 0.16, 0.13, 0.12, 0.12, 0.12, 0.12, 0.12, 0.12, 0.11, -0.21, 0.88, -0.21, -0.66, 0.06, 0.05, 0.06, 0.06, 0.05, 0.05]}


[3]
{"formula": "C41H35ClN2Si2Tc", "method": "ωB97M-V/def2-TZVPD", "charge": 2, "multiplicity": 4, "e_homo_ev": [-10.6, -13.5], "species": ["C", "C", "C", "H", "C", "C", "H", "H", "H", "H", "Tc", "Si", "C", "C", "H", "C", "H", "C", "H", "C", "H", "C", "H", "C", "C", "H", "C", "H", "C", "H", "C", "H", "C", "H", "H", "Si", "C", "C", "H", "C", "H", "C", "H", "C", "H", "C", "H", "C", "C", "H", "C", "H", "C", "H", "C", "H", "C", "H", "H", "Cl", "C", "C", "N", "C", "C", "C", "C", "C", "C", "C", "C", "C", "N", "C", "H", "H", "H", "H", "H", "H", "H", "H"], "coordinates": [[-2.58, -1.14, -0.45], [-3.08, -0.26, -1.46], [-3.08, -0.96, -2.70], [-3.38, 0.77, -1.32], [-2.59, -2.30, -2.48], [-2.32, -2.41, -1.07], [-1.97, -3.30, -0.59], [-2.41, -0.87, 0.59], [-3.42, -0.54, -3.64], [-2.43, -3.05, -3.25], [-1.09, -0.92, -1.97], [4.05, 1.87, -3.96], [2.71, 3.15, -4.04], [2.64, 3.86, -5.25], [3.48, 3.85, -5.96], [1.48, 4.58, -5.55], [1.41, 5.10, -6.51], [0.44, 4.61, -4.63], [-0.52, 5.05, -4.91], [0.62, 4.09, -3.34], [-0.16, 4.22, -2.59], [1.80, 3.42, -3.01], [1.99, 3.13, -1.98], [3.31, 0.14, -3.93], [2.05, -0.11, -3.41], [1.41, 0.73, -3.13], [1.58, -1.45, -3.24], [0.92, -1.66, -2.36], [2.53, -2.52, -3.39], [2.27, -3.51, -3.03], [3.76, -2.26, -3.96], [4.49, -3.06, -4.12], [4.07, -0.95, -4.35], [4.93, -0.76, -5.00], [-1.13, 0.39, -2.94], [-0.42, -1.14, -4.20], [-0.08, -2.18, -5.79], [-1.12, -2.45, -6.72], [-2.14, -2.10, -6.50], [-0.85, -3.07, -7.95], [-1.67, -3.30, -8.64], [0.47, -3.40, -8.31], [0.68, -3.94, -9.23], [1.52, -3.01, -7.46], [2.56, -3.20, -7.74], [1.23, -2.37, -6.25], [2.08, -1.98, -5.70], [-0.79, 0.42, -5.34], [-2.01, 1.12, -5.30], [-2.80, 0.86, -4.60], [-2.20, 2.24, -6.12], [-3.13, 2.80, -6.05], [-1.21, 2.64, -7.02], [-1.35, 3.52, -7.64], [-0.04, 1.90, -7.11], [0.74, 2.20, -7.82], [0.19, 0.81, -6.26], [1.13, 0.27, -6.32], [4.90, 2.04, -5.05], [5.04, 2.01, -2.18], [2.15, -3.02, 0.48], [0.87, -2.81, -0.04], [0.38, -1.56, -0.28], [1.08, -0.52, 0.21], [2.35, -0.66, 0.84], [2.93, -1.93, 0.84], [2.93, 0.51, 1.41], [2.23, 1.69, 1.49], [0.96, 1.86, 0.86], [0.21, 3.05, 0.89], [-0.93, 3.11, 0.11], [-1.25, 2.08, -0.77], [-0.58, 0.89, -0.77], [0.47, 0.77, 0.09], [2.52, -4.04, 0.57], [0.19, -3.63, -0.28], [3.96, -2.08, 1.17], [3.93, 0.42, 1.82], [2.65, 2.55, 2.00], [0.54, 3.89, 1.51], [-1.58, 3.98, 0.12], [-2.09, 2.20, -1.45]], "lowdin_charge": [-0.14, -0.16, -0.21, 0.11, -0.22, -0.15, 0.11, 0.14, 0.10, 0.11, 1.07, 0.30, -0.32, -0.10, 0.11, -0.08, 0.12, -0.09, 0.11, -0.08, 0.09, -0.10, 0.10, -0.32, -0.16, 0.08, -0.32, 0.02, -0.10, 0.11, -0.08, 0.12, -0.11, 0.10, 0.06, 0.80, -0.21, -0.05, 0.12, -0.03, 0.12, 0.00, 0.13, -0.01, 0.13, -0.06, 0.08, -0.25, -0.09, 0.07, -0.05, 0.12, -0.05, 0.13, -0.05, 0.12, -0.06, 0.11, -0.01, 0.35, -0.01, -0.08, 0.01, -0.14, -0.12, 0.05, 0.01, 0.02, -0.13, 0.04, -0.02, -0.10, 0.01, -0.13, 0.13, 0.12, 0.14, 0.13, 0.13, 0.14, 0.13, 0.11]}


[4]
{"formula": "C6H10FN4S", "method": "ωB97M-V/def2-TZVPD", "charge": 1, "e_homo_ev": -11.9, "species": ["C", "N", "N", "C", "C", "F", "C", "N", "N", "C", "C", "S", "H", "H", "H", "H", "H", "H", "H", "H", "H", "H"], "coordinates": [[-1.25, -3.24, -0.18], [-1.29, -1.91, -0.63], [-0.45, -0.94, -0.22], [0.23, -1.01, 0.92], [1.00, -0.01, 1.47], [1.70, -0.15, 2.55], [0.88, 1.27, 0.80], [1.23, 2.28, 1.56], [0.31, 1.39, -0.39], [0.35, 2.63, -1.20], [-0.38, 0.32, -0.98], [-1.08, 0.29, -2.47], [-2.10, -3.52, 0.70], [-1.54, -3.72, -1.17], [-0.26, -3.66, 0.08], [-1.46, -1.83, -1.65], [0.11, -2.05, 1.37], [1.49, 1.94, 2.47], [1.54, 3.22, 1.23], [-0.78, 3.02, -1.29], [1.06, 3.36, -0.77], [0.70, 2.34, -2.19]], "lowdin_charge": [-0.11, -0.11, -0.09, 0.07, -0.21, 0.15, -0.25, 0.22, -0.05, -0.02, -0.62, 0.82, 0.16, 0.12, 0.09, 0.07, 0.17, 0.13, 0.16, 0.16, 0.09, 0.07]}


| no. | total energy (eV) |
| --- | --- |
| 1 | -81740.93285 |
| 2 | -101566.09187 |
| 3 | -76523.91006 |
| 4 | -25888.24197 |